P.
Entry from the OMol25 dataset: a 2-piece molecular cluster, C3H12NO2 overall (ωB97M-V with the def2-TZVPD basis set).

Structure (XYZ):
```
18
Properties=species:S:1:pos:R:3
C -0.6165 0.8925 0.5825
C 0.1004 -0.0544 1.5786
C 0.7003 -1.2802 0.9178
O 1.9371 -0.8330 0.3249
N 0.1726 0.9907 -0.6841
H -0.5010 1.8561 1.0324
H -1.6864 0.7639 0.4849
H 0.9064 0.5451 1.9963
H -0.6680 -0.3252 2.2977
H 0.7957 -2.1779 1.5262
H 0.0773 -1.6169 0.0763
H 2.3087 -1.5616 -0.1883
H -0.1081 1.6912 -1.3628
H 0.5323 0.1544 -1.1435
H 1.0455 1.3711 -0.3196
H -2.4393 0.2757 -2.8694
H -2.3222 -0.3748 -1.4371
O -1.9297 0.2531 -2.0527
```

Values from the calculation:
**Kohn-Sham gap**: 11.6401 eV
**Multiplicity**: 1
**Charge**: +1

***

Q.
Entry from the OMol25 dataset: a 2-piece molecular cluster, C3H12NO2 overall (ωB97M-V with the def2-TZVPD basis set).

Structure (XYZ):
```
18
Properties=species:S:1:pos:R:3
C -0.6804 0.2727 -2.8231
O 0.4598 -0.3087 -2.1286
H -0.3081 0.9583 -3.5798
H -1.2821 -0.5007 -3.2898
H -1.2979 0.8250 -2.1141
H 0.4263 -1.2687 -2.2257
C -0.0330 -0.8277 1.8467
O -0.8998 -0.8863 2.9401
C 0.0348 0.6342 1.4503
N 0.9742 0.7884 0.2996
H -0.3821 -1.4296 1.0029
H 0.9783 -1.1712 2.1033
H -1.1265 -1.8054 3.1194
H -0.9288 1.0261 1.1431
H 0.4049 1.2240 2.2867
H 0.6779 0.2357 -0.5530
H 1.9215 0.4752 0.5274
H 1.0611 1.7586 -0.0056
```

Values from the calculation:
**Kohn-Sham gap**: 11.2829 eV
**Multiplicity**: 1
**Charge**: +1

***

Most stable: P (next structure +0.0021 hartree)

***

P.
Entry from the OMol25 dataset: a 3-piece molecular cluster, C3H12NO2 overall (ωB97M-V with the def2-TZVPD basis set).

Structure (XYZ):
```
18
Properties=species:S:1:pos:R:3
C 1.2326 -1.5771 0.3122
C 1.7798 -0.2672 0.8595
C -0.3017 0.6529 1.9817
N 0.5893 0.6788 1.0833
H 0.6102 -1.3466 -0.5486
H 0.7910 -2.1540 1.1164
H 2.0977 -2.1032 -0.0967
H 2.3262 0.3653 0.1645
H 2.3648 -0.2287 1.7765
H -1.1843 1.2779 1.9175
H -0.1326 0.0852 2.8918
H 0.3922 1.2829 0.2854
H -2.9328 -2.7355 -1.5466
H -2.6105 -1.2741 -2.0846
O -3.0355 -2.1273 -2.3143
H 1.0299 2.5294 -1.5986
H -0.2907 3.2769 -1.5662
O 0.1834 2.5786 -1.1078
```

Values from the calculation:
**Kohn-Sham gap**: 9.1957 eV
**Multiplicity**: 1
**Charge**: +1

***

Q.
Entry from the OMol25 dataset: a 3-piece molecular cluster, C3H12NO2 overall (ωB97M-V with the def2-TZVPD basis set).

Structure (XYZ):
```
18
Properties=species:S:1:pos:R:3
C 1.7977 -0.1757 0.9717
C 0.7729 -1.1880 0.5019
C -0.2308 -1.4360 -1.7757
N 0.0688 -0.7716 -0.7301
H 1.4907 0.8430 0.7235
H 2.7887 -0.4293 0.5770
H 1.8893 -0.1579 2.0544
H -0.0292 -1.4465 1.1980
H 1.2075 -2.1620 0.3542
H -0.8041 -0.8524 -2.4773
H -0.0951 -2.5093 -1.7603
H -0.4140 0.1193 -0.5444
H 0.1647 2.5749 -0.9116
H -1.3152 2.7722 -0.5739
O -0.7222 2.2869 -1.1318
H -2.7177 0.3581 1.5872
H -1.9362 1.5081 0.7455
O -1.9159 0.6662 1.1916
```

Values from the calculation:
**Kohn-Sham gap**: 10.9357 eV
**Multiplicity**: 1
**Charge**: +1

***

Most stable: Q (next structure +0.0034 hartree)

***

P.
Entry from the OMol25 dataset: CHN3O3 as an isolated structure (ωB97M-V with the def2-TZVPD basis set).

Structure (XYZ):
```
8
Properties=species:S:1:pos:R:3
C 1.5401 1.5205 0.3225
N 2.1901 2.5156 0.2287
N 1.0487 0.4336 0.4784
N -1.3921 -1.0077 -0.1753
O -0.2297 -1.1836 -0.7750
O -2.2962 -1.5599 -0.6305
O -1.3929 -0.3682 0.8248
H 0.5320 -0.3503 -0.2737
```

Values from the calculation:
**Kohn-Sham gap (spin up / spin down)**: 6.7388 / 5.6730 eV
**Multiplicity**: 1
**Charge**: 0

***

Q.
Entry from the OMol25 dataset: one molecule with the formula CHN3O3 (ωB97M-V with the def2-TZVPD basis set).

Structure (XYZ):
```
8
Properties=species:S:1:pos:R:3
C 0.4877 -0.2506 0.5843
H -0.5815 -1.6665 -0.4339
N -0.5433 0.0349 -0.2418
N -0.6194 1.3142 -0.5477
N 0.3393 1.9551 -0.0414
O -1.0430 -1.0253 -1.0406
O 1.1771 0.9652 0.7850
O 0.7829 -1.3268 0.9362
```

Values from the calculation:
**SMILES**: O=c1onnn1O
**Kohn-Sham gap**: 10.7980 eV
**Multiplicity**: 1
**Charge**: 0

***

Most stable: Q (next structure +0.1662 hartree)

***

P.
Entry from the OMol25 dataset: C40H39BN11O3RuS as an isolated structure (ωB97M-V with the def2-TZVPD basis set).

Structure (XYZ):
```
96
Properties=species:S:1:pos:R:3
Ru -0.5192 0.5412 0.0536
C 0.0168 -3.4012 -0.6111
C -0.0709 -2.4260 -1.7357
C 0.0270 -2.7681 -3.0905
C -0.2491 -1.6101 -3.7694
N -0.4907 -0.6436 -2.8695
N -0.3573 -1.1311 -1.6007
B -1.0501 0.7685 -3.1171
N -2.3068 0.9681 -2.2234
C -3.4923 1.4734 -2.5862
C -4.3912 1.2463 -1.5683
C -3.6663 0.5655 -0.5899
C -4.1944 -0.0318 0.6692
N -2.3949 0.4230 -0.9860
N 0.0274 1.7758 -2.7126
C 0.8629 2.4962 -3.4690
C 1.6792 3.2148 -2.6316
C 1.2916 2.8538 -1.3389
C 1.8814 3.4341 -0.0989
N 0.2852 1.9636 -1.3953
N -1.4826 1.0205 -4.5609
C -1.6941 2.2334 -5.1366
C -2.4263 2.0438 -6.2784
C -2.6501 0.6500 -6.3256
C -3.4248 -0.1316 -7.3371
N -2.0969 0.0513 -5.2879
H -0.2966 -4.3797 -0.9748
H 1.0347 -3.5011 -0.2312
H -0.6323 -3.1170 0.2134
H 0.2508 -3.7375 -3.5013
H -0.3304 -1.4151 -4.8219
H -3.6366 1.9199 -3.5558
H -5.4397 1.4889 -1.5550
H -4.9955 -0.7332 0.4311
H -3.4164 -0.5774 1.1921
H -4.6005 0.7330 1.3311
H 0.8413 2.4290 -4.5422
H 2.4643 3.8999 -2.8995
H 2.7947 3.9667 -0.3597
H 1.1913 4.1528 0.3508
H 2.1223 2.6586 0.6189
H -1.3295 3.1421 -4.6886
H -2.7450 2.7914 -6.9849
H -3.3852 0.3482 -8.3144
H -3.0280 -1.1416 -7.4221
H -4.4733 -0.2084 -7.0438
C 0.8304 -3.7856 3.6031
C 1.3086 -3.2317 2.4275
C 0.6775 -2.1312 1.8625
C -0.4402 -1.6023 2.4742
C -0.9429 -2.1606 3.6488
C -0.3039 -3.2503 4.2096
N -1.0129 -0.4102 1.9029
N -1.6620 0.2577 2.7449
C -2.0083 1.5337 2.2897
C -2.7771 2.3514 3.1179
C -3.1284 3.6066 2.6654
C -2.7138 4.0209 1.3936
C -1.9284 3.2056 0.5937
C -1.5278 1.9401 1.0415
H 1.3383 -4.6326 4.0466
H 2.1764 -3.6525 1.9404
H 1.0738 -1.6561 0.9724
H -1.8313 -1.7416 4.0982
H -0.6886 -3.6848 5.1230
H -3.0783 1.9907 4.0940
H -3.7346 4.2587 3.2804
H -3.0145 4.9959 1.0284
H -1.6171 3.5506 -0.3855
O 5.4212 -5.9681 1.9445
C 5.6527 -4.7089 2.3893
O 6.2983 -4.5478 3.3873
C 5.0515 -3.5903 1.6056
C 5.0200 -2.3318 2.2055
C 4.4314 -1.2627 1.5632
C 3.8601 -1.3979 0.2827
S 3.1213 -0.0503 -0.5046
C 3.9358 -2.6632 -0.3281
C 4.5137 -3.7358 0.3243
H 4.8496 -5.9490 1.1689
H 5.4586 -2.2228 3.1888
H 4.4053 -0.2871 2.0328
H 3.5363 -2.7783 -1.3274
H 4.5625 -4.6819 -0.2056
O 1.1879 0.9988 1.4557
N 1.1127 1.4258 2.6958
C 1.5849 0.6216 3.6720
C 1.5825 1.0338 4.9849
C 1.0974 2.2907 5.3120
C 0.6317 3.1046 4.2943
C 0.6480 2.6551 2.9907
H 1.9517 -0.3334 3.3307
H 1.9654 0.3601 5.7379
H 1.0917 2.6307 6.3381
H 0.2413 4.0925 4.4913
H 0.2875 3.2246 2.1518
```

Values from the calculation:
**Kohn-Sham gap (spin up / spin down)**: 6.5191 / 3.8424 eV
**⟨S²⟩**: 0.7738
**Multiplicity**: 2
**Charge**: 0

***

Q.
Entry from the OMol25 dataset: C40H39BN11O3RuS as an isolated structure (ωB97M-V with the def2-TZVPD basis set).

Structure (XYZ):
```
96
Properties=species:S:1:pos:R:3
Ru -0.2562 0.6230 -0.3434
C 2.7508 -1.6879 -2.0788
C 2.0639 -2.1205 -0.8281
C 2.4605 -3.1990 -0.0214
C 1.4910 -3.2887 0.9456
N 0.5800 -2.3253 0.7152
N 0.9402 -1.5801 -0.3625
B -0.7439 -2.0411 1.4511
N -0.5876 -0.7732 2.3144
C -0.4237 -0.6656 3.6326
C -0.3503 0.6740 3.9503
C -0.4762 1.3436 2.7360
C -0.4630 2.8279 2.5973
N -0.6333 0.4599 1.7368
N -1.8658 -1.7770 0.4337
C -2.9975 -2.4809 0.2781
C -3.6411 -2.0079 -0.8400
C -2.8168 -0.9903 -1.3338
C -3.0568 -0.1920 -2.5577
N -1.7501 -0.8504 -0.5473
N -1.1570 -3.2542 2.2813
C -1.1226 -4.5546 1.8953
C -1.9006 -5.2766 2.7629
C -2.4091 -4.3177 3.6646
C -3.3385 -4.5272 4.8161
N -1.9730 -3.1084 3.3589
H 3.6281 -2.3135 -2.2404
H 2.0857 -1.7917 -2.9343
H 3.0703 -0.6517 -2.0519
H 3.3245 -3.8284 -0.1509
H 1.3860 -3.9667 1.7753
H -0.4078 -1.5454 4.2495
H -0.2389 1.1179 4.9242
H -0.2130 3.2617 3.5649
H 0.2789 3.1657 1.8783
H -1.4353 3.2151 2.2887
H -3.2544 -3.2630 0.9725
H -4.5745 -2.3400 -1.2595
H -4.1122 -0.2329 -2.8250
H -2.7614 0.8450 -2.4224
H -2.4794 -0.6042 -3.3829
H -0.5777 -4.8685 1.0213
H -2.0761 -6.3390 2.7541
H -3.3113 -5.5626 5.1533
H -3.0683 -3.8829 5.6514
H -4.3670 -4.2937 4.5364
C 4.9807 3.2882 -0.0188
C 4.5451 2.1249 -0.6424
C 3.1911 1.8660 -0.7595
C 2.2783 2.7793 -0.2652
C 2.6974 3.9520 0.3470
C 4.0585 4.1988 0.4740
N 0.8615 2.4895 -0.3785
N 0.2070 3.5445 -0.5324
C -1.1749 3.3452 -0.5022
C -1.9967 4.4680 -0.5491
C -3.3463 4.2971 -0.3074
C -3.8257 3.0238 0.0036
C -2.9920 1.9156 0.0281
C -1.6304 2.0470 -0.2652
H 6.0407 3.4844 0.0799
H 5.2616 1.4142 -1.0339
H 2.8178 0.9745 -1.2297
H 1.9685 4.6563 0.7228
H 4.3941 5.1077 0.9566
H -1.5645 5.4402 -0.7460
H -4.0214 5.1420 -0.3327
H -4.8766 2.8967 0.2357
H -3.4077 0.9503 0.2868
O -2.0999 0.2617 -8.9047
C -1.2875 -0.5668 -8.2010
O -0.8950 -1.5806 -8.7053
C -0.9299 -0.1331 -6.8195
C 0.2337 -0.6445 -6.2513
C 0.6027 -0.2821 -4.9720
C -0.1876 0.5764 -4.1893
S 0.5072 1.0358 -2.6260
C -1.3353 1.0988 -4.7789
C -1.7007 0.7472 -6.0683
H -2.2383 1.0752 -8.4062
H 0.8424 -1.3254 -6.8315
H 1.5235 -0.6605 -4.5510
H -1.9374 1.8192 -4.2434
H -2.6224 1.1610 -6.4647
O 2.1422 0.3989 1.2805
N 2.6423 0.3196 2.4597
C 2.9013 1.4520 3.1580
C 3.4121 1.3952 4.4351
C 3.6765 0.1686 5.0235
C 3.4353 -0.9775 4.2824
C 2.9278 -0.8859 3.0055
H 2.6755 2.3585 2.6171
H 3.5991 2.3244 4.9553
H 4.0696 0.1069 6.0282
H 3.6405 -1.9609 4.6821
H 2.7168 -1.7195 2.3541
```

Values from the calculation:
**Kohn-Sham gap (spin up / spin down)**: 7.1505 / 6.6346 eV
**⟨S²⟩**: 0.7610
**Multiplicity**: 2
**Charge**: 0

***

Most stable: Q (next structure +0.0473 hartree)